A 2-piece molecular cluster, C9H14 overall in a non-equilibrium geometry, computed with ωB97M-V/def2-TZVPD.

Structure (XYZ):
```
23
Properties=species:S:1:pos:R:3:forces:R:3
C 0.76377 3.24348 0.37073 0.6 -1.2 -0.7
C 1.01451 4.64254 0.86622 0.4 0.5 1.7
H 0.21735 3.08796 -0.55906 -0.2 0.5 0.0
H 1.71910 2.72248 0.22144 -0.1 0.2 -0.2
H 0.27920 2.59677 1.10212 -0.2 0.4 0.2
H 1.15337 5.50322 0.21752 -0.3 -0.4 -0.7
H 0.27978 4.93493 1.62496 -0.1 0.1 -0.3
H 1.95617 4.61190 1.43194 -0.1 0.1 0.0
C 1.64774 -2.72811 -0.00769 0.1 0.6 -0.8
C -0.93253 -0.09838 0.61456 0.2 -0.3 0.4
C -1.99692 -0.53739 -0.17201 1.1 1.5 0.4
C 0.31888 -0.70710 0.55012 -1.6 -0.5 0.0
C 0.46329 -1.82548 -0.28565 1.0 0.2 0.5
C -1.75765 -1.51173 -1.10856 -0.4 -0.6 -0.9
C -0.52425 -2.17178 -1.20681 -0.7 0.5 1.2
H -1.13176 0.62573 1.39827 0.1 0.2 -0.2
H -2.87074 0.09093 -0.06319 -0.5 -0.7 -0.3
H 1.01918 -0.46294 1.33578 0.4 -0.1 -0.3
H -2.58454 -1.80261 -1.75042 0.2 -0.1 -0.1
H 2.31500 -2.79598 -0.87143 -0.2 -0.4 -0.2
H 1.23567 -3.69715 0.26802 0.5 -0.2 0.1
H -0.43318 -3.05611 -1.81987 0.1 0.0 -0.2
H 2.29383 -2.30704 0.75983 -0.3 -0.2 0.4
```
Positions in Å, forces in eV/Å.

Its SMILES is Cc1ccccc1.CC. Its max |F| is 1.93 eV Å⁻¹. For the calculated total energy, the calculation gives -351.303321 Eh. As for the gap between HOMO and LUMO: 10.1 eV. The calculation puts the HOMO energy at -0.331 Eh. The relative energy (zero: lowest compared OMol25 entry of this formula, charge and spin) is 0.731 eV.

---

A 2-piece molecular cluster, C9H14 overall in a non-equilibrium geometry, computed with ωB97M-V/def2-TZVPD.

Structure (XYZ):
```
23
Properties=species:S:1:pos:R:3:forces:R:3
C 0.49328 -2.17240 -1.19338 -1.3 -2.9 -1.2
C -1.70889 1.48141 -0.53155 0.3 0.7 1.2
C -2.40112 0.35254 -0.84136 -2.1 -0.8 -0.8
C -0.30734 1.41378 -0.32696 -2.0 4.4 0.3
C -1.75408 -0.82268 -1.17974 3.7 -1.9 0.6
C 0.34227 0.26966 -0.65215 1.9 -1.0 -0.6
C -0.30848 -0.97047 -1.02365 -2.2 4.5 0.9
H -2.36581 2.35782 -0.39740 1.0 -0.1 0.3
H -3.52724 0.42886 -0.80525 1.4 -0.3 -0.5
H 0.14423 2.49459 0.05699 -0.5 -3.3 -1.2
H -2.11856 -1.77635 -1.53844 -1.2 0.3 0.2
H 1.44623 0.46828 -0.69795 -1.0 -1.2 0.2
H 1.46278 -2.06206 -0.81172 1.3 0.2 0.8
H 0.63709 -2.36969 -2.25566 0.0 0.0 -0.3
H 0.05023 -3.17652 -0.82279 0.5 1.8 -0.2
C 1.70309 0.51739 3.00388 2.1 -1.1 -0.7
C 2.51980 0.24962 1.64211 -1.1 -3.4 1.3
H 1.84367 -0.44266 3.55413 -0.5 0.8 0.0
H 2.14895 1.31706 3.58888 0.0 0.0 0.1
H 0.64011 0.74239 2.86526 0.3 -0.2 -0.4
H 2.89880 1.08247 1.12070 -0.6 1.1 -1.1
H 1.85401 -0.52809 1.16334 0.4 1.7 -0.5
H 3.41434 -0.44917 1.59672 -0.4 0.9 1.6
```
Positions in Å, forces in eV/Å.

Its SMILES is Cc1ccccc1.CC. Its max |F| is 5.06 eV Å⁻¹. For the calculated total energy, the calculation gives -351.245484 Eh. As for the gap between HOMO and LUMO: 9.7 eV. The calculation puts the HOMO energy at -0.319 Eh. The relative energy (zero: lowest compared OMol25 entry of this formula, charge and spin) is 2.305 eV.

---

What did the first record say?
A 2-piece molecular cluster, C9H14 overall in a non-equilibrium geometry, computed with ωB97M-V/def2-TZVPD.

Structure (XYZ):
```
23
Properties=species:S:1:pos:R:3:forces:R:3
C 0.76377 3.24348 0.37073 0.6 -1.2 -0.7
C 1.01451 4.64254 0.86622 0.4 0.5 1.7
H 0.21735 3.08796 -0.55906 -0.2 0.5 0.0
H 1.71910 2.72248 0.22144 -0.1 0.2 -0.2
H 0.27920 2.59677 1.10212 -0.2 0.4 0.2
H 1.15337 5.50322 0.21752 -0.3 -0.4 -0.7
H 0.27978 4.93493 1.62496 -0.1 0.1 -0.3
H 1.95617 4.61190 1.43194 -0.1 0.1 0.0
C 1.64774 -2.72811 -0.00769 0.1 0.6 -0.8
C -0.93253 -0.09838 0.61456 0.2 -0.3 0.4
C -1.99692 -0.53739 -0.17201 1.1 1.5 0.4
C 0.31888 -0.70710 0.55012 -1.6 -0.5 0.0
C 0.46329 -1.82548 -0.28565 1.0 0.2 0.5
C -1.75765 -1.51173 -1.10856 -0.4 -0.6 -0.9
C -0.52425 -2.17178 -1.20681 -0.7 0.5 1.2
H -1.13176 0.62573 1.39827 0.1 0.2 -0.2
H -2.87074 0.09093 -0.06319 -0.5 -0.7 -0.3
H 1.01918 -0.46294 1.33578 0.4 -0.1 -0.3
H -2.58454 -1.80261 -1.75042 0.2 -0.1 -0.1
H 2.31500 -2.79598 -0.87143 -0.2 -0.4 -0.2
H 1.23567 -3.69715 0.26802 0.5 -0.2 0.1
H -0.43318 -3.05611 -1.81987 0.1 0.0 -0.2
H 2.29383 -2.30704 0.75983 -0.3 -0.2 0.4
```
Positions in Å, forces in eV/Å.

Its SMILES is Cc1ccccc1.CC. Its max |F| is 1.93 eV Å⁻¹. For the calculated total energy, the calculation gives -351.303321 Eh. As for the gap between HOMO and LUMO: 10.1 eV. The calculation puts the HOMO energy at -0.331 Eh. The relative energy (zero: lowest compared OMol25 entry of this formula, charge and spin) is 0.731 eV.

---

What is the relative energy (zero: lowest compared OMol25 entry of this formula, charge and spin) in the second record? 2.305 eV

---

Which of these has the lowest calculated total energy? number 1